(1)
This record from OMol25 describes a molecular structure, C5H5N. The level of theory is ωB97M-V with the def2-TZVPD basis set.

Structure (XYZ):
```
11
C5H5N ωB97M-V with the def2-TZVPD basis set
N -1.033 -2.949 -1.388
C -0.958 -1.976 -0.784
C 0.933 0.012 -0.663
C -1.827 0.151 0.438
C -1.136 -0.499 1.333
C -0.786 -0.770 -0.091
H 0.763 1.072 -0.561
H -2.595 0.828 0.162
H 1.060 -0.309 -1.683
H 1.657 -0.393 0.017
H -0.879 -0.727 2.338
```

Computed properties:
HOMO (eV): -9.5
LUMO (eV): 0.9223
Energy above the lowest of the compared OMol25 structures with the same formula, charge and spin (kJ/mol): 393.0
Orbital gap (eV): 10.41

(2)
This record from OMol25 describes a molecular structure, C57H45GeN2O7V. The level of theory is ωB97M-V with the def2-TZVPD basis set.

Structure (XYZ):
```
113
C57H45GeN2O7V ωB97M-V with the def2-TZVPD basis set
Ge -1.362 1.632 -0.302
V 0.138 -0.483 0.361
O -0.810 -2.684 3.318
O 0.595 0.175 7.258
O 1.334 3.952 4.108
O 0.070 -2.257 -0.415
O 1.012 3.095 2.040
O 1.865 -0.358 1.029
O -1.236 -1.111 1.765
N 0.076 0.735 3.186
N 0.993 0.008 -1.534
C 2.987 0.399 0.706
C 3.712 -1.587 -0.689
C 4.050 2.317 2.062
C 4.083 -0.473 0.063
C -5.696 4.645 1.333
C -2.726 1.244 -4.367
C -4.026 -3.202 -0.469
C 0.561 -0.608 -2.650
C -2.795 -2.644 -0.766
C -1.791 -3.393 -1.377
C 0.468 -4.097 -3.595
C -4.727 3.651 1.628
C -2.043 -4.736 -1.637
C -0.780 -1.537 2.898
C 3.471 0.270 3.155
C 6.009 -2.003 -1.288
C 2.260 0.468 -3.944
C -2.001 1.576 -3.226
C -3.860 3.926 -0.620
C -3.776 2.053 3.158
C 2.049 0.841 -1.590
C -4.471 0.357 -2.983
C -4.700 3.017 2.898
C 4.663 -2.340 -1.365
C 0.429 0.379 5.908
C 5.435 -0.157 0.150
C 1.516 -4.309 -1.455
C 0.953 3.083 3.286
C 2.382 -5.263 -1.979
C 2.303 -5.628 -3.315
C -2.478 1.294 -1.941
C -2.828 1.681 2.173
C 0.550 -3.714 -2.257
C 6.392 -0.913 -0.520
C -0.033 -0.671 5.133
C -5.740 5.248 0.110
C -0.204 -0.425 3.779
C 0.714 1.593 5.312
C -0.425 -2.712 -1.620
C 1.190 -0.400 -3.872
C 0.546 1.730 3.937
C 3.962 0.768 4.352
C 4.495 2.049 4.412
C 2.545 1.466 -0.318
C 1.339 -5.039 -4.125
C -3.963 0.624 -4.250
C -3.738 0.693 -1.853
C -0.393 3.248 -0.938
C 4.531 2.824 3.263
C -4.807 4.876 -0.883
C -3.278 -5.304 -1.339
C -0.638 -1.503 -2.552
C -2.790 2.272 0.934
C -4.278 -4.538 -0.763
C 2.692 1.099 -2.795
C -3.774 3.279 0.644
C 3.514 1.038 1.995
H -1.035 2.059 -3.344
H 5.749 0.687 0.752
H -5.427 3.317 3.647
H 1.262 -5.319 -5.169
H -1.459 -0.919 -2.145
H 0.815 -0.918 -4.744
H 0.404 2.967 -1.633
H -3.166 3.638 -1.395
H 1.086 2.456 5.855
H 3.373 2.126 -0.580
H -4.155 0.477 -0.872
H 3.128 -5.714 -1.335
H 4.895 3.843 3.307
H 3.892 0.163 5.249
H 0.913 1.004 7.628
H -1.271 -5.356 -2.075
H -4.529 0.359 -5.136
H -5.439 -0.121 -2.876
H 1.561 -4.010 -0.415
H -0.298 -3.668 -4.233
H -0.947 -1.799 -3.555
H 2.671 -1.882 -0.720
H 2.759 0.648 -4.889
H 1.771 2.067 0.174
H -2.599 -1.624 -0.465
H -2.321 1.467 -5.350
H 3.010 -0.708 3.116
H -5.238 -4.979 -0.522
H 7.440 -0.647 -0.433
H -2.104 0.910 2.408
H -4.781 -2.595 0.018
H -6.407 4.915 2.108
H 4.051 2.958 1.190
H 6.752 -2.593 -1.814
H 0.061 3.754 -0.082
H 4.342 -3.195 -1.948
H -1.056 3.939 -1.465
H 3.536 1.774 -2.800
H 4.840 2.456 5.355
H 2.984 -6.365 -3.723
H -4.842 5.341 -1.862
H -3.746 1.565 4.126
H -0.257 -1.647 5.538
H -3.449 -6.354 -1.550
H -6.488 6.005 -0.101
```

Computed properties:
HOMO (alpha / beta) (eV): -2.8 / -2.7
Spin multiplicity: 3
Charge: -2
LUMO (alpha / beta) (eV): 4.0085 / 4.0086
Energy above the lowest of the compared OMol25 structures with the same formula, charge and spin (kJ/mol): 0.0
Orbital gap (alpha / beta) (eV): 6.82 / 6.67

(3)
This record from OMol25 describes 8 unconnected molecules or ions with the total composition C24H70N6O8. The level of theory is ωB97M-V with the def2-TZVPD basis set.

Structure (XYZ):
```
108
C24H70N6O8 ωB97M-V with the def2-TZVPD basis set
O 3.237 -2.367 -2.239
O -2.143 -3.896 0.984
O 1.990 -0.178 -1.030
O 4.379 -0.214 4.989
O -3.866 3.196 0.568
O -0.085 0.387 0.965
O 0.418 4.575 1.294
O -2.689 -0.298 -2.915
N 0.035 2.889 -0.900
N -5.303 -1.023 -3.180
N 3.578 -2.279 0.667
N 1.355 -1.135 2.931
N 0.560 -4.724 1.612
N -3.556 6.398 -1.268
C -3.291 4.120 -0.336
C -4.201 5.304 -0.567
C 4.599 -2.833 -0.234
C 0.447 4.666 2.704
C -1.477 -0.130 -2.212
C -3.222 1.958 0.653
C -4.284 -1.838 -3.838
C -4.125 -1.562 -5.365
C 0.127 -4.390 -0.773
C 2.534 -2.927 -3.327
C 3.203 -0.921 4.644
C -2.971 -1.673 -3.084
C 1.295 3.660 -0.707
C 5.321 -0.144 3.922
C 3.977 -3.346 -1.524
C -1.068 -2.977 0.995
C 5.255 -3.997 0.500
C 1.549 3.887 0.789
C 1.627 1.001 4.185
C -3.345 -3.342 1.467
C -5.491 4.884 -1.248
C 0.209 -3.714 0.586
C 1.111 4.992 -1.428
C 2.331 -0.215 3.628
H 2.353 -0.906 -1.567
H -3.074 3.590 -1.283
H 5.469 -1.141 3.505
H -2.315 1.973 1.274
H -6.039 -0.752 -3.821
H -3.226 -2.993 2.499
H -1.089 0.885 -2.150
H -0.552 3.304 -0.178
H -5.306 4.466 -2.244
H -3.018 1.494 -0.316
H 3.390 -4.249 -1.306
H 0.887 0.756 4.946
H 1.279 -1.938 3.561
H 2.398 4.581 0.889
H 5.552 -3.668 1.495
H -0.383 5.263 3.079
H 1.194 1.590 3.373
H -4.530 5.632 0.428
H 3.485 -1.928 4.296
H -3.131 -1.922 -5.642
H -3.864 1.295 1.241
H -0.847 -4.859 -0.894
H 0.233 0.106 1.844
H 2.949 -3.043 0.907
H -0.632 -0.694 -2.635
H -4.845 -0.157 -2.910
H 1.736 2.943 1.306
H 0.977 -2.937 0.578
H 2.358 1.702 4.604
H 5.308 -2.035 -0.466
H -4.510 -2.905 -3.726
H 0.207 -3.599 -1.527
H 4.496 -4.775 0.615
H 0.317 3.660 3.115
H -5.979 4.081 -0.689
H 1.371 5.141 3.046
H 0.667 -4.258 2.510
H -2.161 -2.173 -3.637
H -2.959 -2.173 -2.104
H 4.760 -3.674 -2.229
H 0.571 0.047 0.342
H 0.988 -5.034 -0.937
H 0.322 5.584 -0.971
H 1.893 -1.538 2.168
H 0.845 4.851 -2.476
H -0.266 -5.301 1.751
H -1.291 -2.143 0.318
H 5.016 0.564 3.148
H 1.858 -3.709 -2.972
H 3.233 -3.403 -4.026
H -0.941 -2.587 2.011
H 6.142 -4.410 0.023
H 3.020 -1.573 0.193
H -2.618 6.547 -0.904
H -3.661 -2.496 0.845
H 2.962 0.085 2.783
H -3.398 6.130 -2.238
H 0.096 1.926 -0.581
H 1.971 -2.159 -3.851
H 6.227 0.248 4.380
H -6.234 5.678 -1.296
H 2.089 3.077 -1.180
H 2.051 5.554 -1.443
H -1.657 -0.523 -1.203
H 2.549 0.582 -1.222
H -2.282 4.370 0.024
H 2.670 -1.074 5.587
H -4.106 -4.117 1.426
H -4.115 -0.491 -5.549
H -4.886 -2.166 -5.848
```

Computed properties:
HOMO (eV): -9.0
LUMO (eV): 0.3198
Energy above the lowest of the compared OMol25 structures with the same formula, charge and spin (kJ/mol): 42.7
Orbital gap (eV): 9.31

(4)
This record from OMol25 describes a molecular structure, C11H15NPSc. The level of theory is ωB97M-V with the def2-TZVPD basis set.

Structure (XYZ):
```
29
C11H15NPSc ωB97M-V with the def2-TZVPD basis set
Sc -0.007 -0.071 0.027
P -2.198 1.312 -0.547
N 0.547 0.973 1.896
C -1.548 -0.056 2.661
C 2.449 -1.771 -0.560
C 0.772 0.531 -1.785
C -2.704 -0.018 3.466
C -0.604 0.953 2.804
C 1.970 0.065 -2.262
C -1.907 2.043 4.511
C 2.795 -0.956 -1.695
C 1.269 -1.727 0.148
C -0.772 2.013 3.688
C -2.869 1.021 4.389
H 1.006 1.885 1.809
H -2.586 2.485 0.223
H -2.263 1.777 -1.925
H 3.253 -2.504 -0.297
H -2.037 2.846 5.252
H 1.072 -2.416 0.982
H 0.253 1.237 -2.428
H -3.465 -0.801 3.368
H 1.288 0.301 2.150
H -3.752 1.039 5.035
H 0.000 2.784 3.736
H -1.424 -0.885 1.935
H 3.782 -1.144 -2.174
H 2.422 0.484 -3.192
H -3.368 0.447 -0.449
```

Computed properties:
HOMO (eV): -5.0
LUMO (eV): -0.0839
Energy above the lowest of the compared OMol25 structures with the same formula, charge and spin (kJ/mol): 39.3
Orbital gap (eV): 4.95

(5)
This record from OMol25 describes a molecular structure, C28H47BrNO3P3V. The level of theory is ωB97M-V with the def2-TZVPD basis set.

Structure (XYZ):
```
84
C28H47BrNO3P3V ωB97M-V with the def2-TZVPD basis set
Br -2.286 -1.233 2.287
V -0.005 -0.458 2.011
P 2.040 -1.264 1.393
P -2.489 -3.577 -1.806
P 0.244 0.780 3.846
O -1.107 1.496 4.448
O 1.204 2.132 3.915
O 0.782 0.017 5.201
N -1.067 7.469 -6.235
C 0.432 1.673 0.487
C 1.975 0.445 5.859
C 3.250 -3.849 1.338
C 1.862 -1.538 -0.422
C -0.721 3.672 -2.373
C -1.197 5.177 -5.568
C -3.021 -2.001 -3.976
C -1.267 6.185 -6.533
C -0.701 2.663 -1.397
C -0.668 -3.728 -1.671
C -0.280 -5.177 -1.978
C -0.800 7.833 -4.981
C -0.797 4.544 -3.216
C 0.627 3.416 3.641
C -0.904 5.544 -4.240
C -3.111 -3.519 -0.105
C -2.013 0.753 5.258
C 2.406 -2.887 2.165
C -1.765 1.734 -1.324
C -2.753 -1.887 -2.472
C 2.830 -0.768 -1.315
C -4.537 -4.048 0.063
C -0.708 6.907 -3.938
C -0.657 0.793 0.550
C 3.530 -0.217 1.668
C 0.389 2.651 -0.509
C -1.750 0.773 -0.315
C 4.884 -0.925 1.657
H -1.492 5.939 -7.573
H 3.372 0.288 2.636
H -0.871 -5.560 -2.819
H -3.428 -1.064 -4.373
H -2.587 1.806 -2.045
H 1.810 1.409 6.357
H -1.906 1.095 6.295
H -2.552 0.046 -0.160
H -5.273 -3.360 -0.366
H 2.880 -2.669 3.131
H 0.778 -5.254 -2.245
H 1.172 3.409 -0.597
H -2.101 -2.235 -4.526
H 5.112 -1.402 0.695
H 4.964 -1.678 2.450
H 1.282 1.636 1.185
H -3.033 -2.466 0.196
H 2.843 0.507 5.181
H 2.727 0.318 -1.190
H -1.884 -1.253 -2.252
H -0.040 3.428 2.765
H 0.827 -1.261 -0.689
H -0.368 -3.418 -0.661
H -3.619 -1.455 -1.948
H -0.485 7.252 -2.927
H 3.879 -1.046 -1.146
H -0.654 8.898 -4.789
H 2.603 -0.998 -2.365
H -4.663 -5.032 -0.400
H 4.231 -3.437 1.069
H 3.513 0.579 0.908
H 2.740 -4.165 0.419
H -3.029 0.962 4.895
H 2.167 -0.313 6.627
H -0.461 -5.826 -1.113
H 1.426 -3.331 2.399
H -1.856 -0.339 5.227
H 5.676 -0.184 1.836
H 3.434 -4.758 1.927
H 0.080 3.796 4.511
H -2.395 -4.077 0.516
H 1.936 -2.618 -0.609
H -3.748 -2.799 -4.168
H 1.470 4.086 3.440
H -0.206 -3.028 -2.383
H -1.366 4.138 -5.860
H -4.755 -4.146 1.131
```

Computed properties:
HOMO (alpha / beta) (eV): -12.8 / -12.8
Spin multiplicity: 4
Charge: +2
LUMO (alpha / beta) (eV): -6.1995 / -8.9919
Energy above the lowest of the compared OMol25 structures with the same formula, charge and spin (kJ/mol): 0.0
Orbital gap (alpha / beta) (eV): 6.57 / 3.86

(6)
This record from OMol25 describes 2 unconnected molecules or ions with the total composition H3N3O2. The level of theory is ωB97M-V with the def2-TZVPD basis set.

Structure (XYZ):
```
8
H3N3O2 ωB97M-V with the def2-TZVPD basis set
O 3.037 -0.306 -0.049
O 0.692 -1.241 0.109
N 2.459 0.710 0.085
N -0.660 0.669 0.006
N 0.419 0.006 0.540
H -0.710 1.680 0.140
H 1.751 -1.284 -0.182
H -1.337 0.204 -0.553
```

Computed properties:
HOMO (alpha / beta) (eV): -7.9 / -8.4
LUMO (alpha / beta) (eV): 0.7271 / -0.3602
Energy above the lowest of the compared OMol25 structures with the same formula, charge and spin (kJ/mol): 219.8
Orbital gap (alpha / beta) (eV): 8.61 / 7.99

(7)
This record from OMol25 describes C6H8N2 in the gas phase. The level of theory is ωB97M-V with the def2-TZVPD basis set.

Structure (XYZ):
```
16
C6H8N2 ωB97M-V with the def2-TZVPD basis set
N -0.374 -1.199 -2.118
N -0.867 1.126 -2.095
C -0.282 1.173 -0.904
C 0.869 0.320 1.150
C -0.844 -0.046 -2.653
C 0.245 0.109 -0.266
C 0.197 -1.166 -0.917
C -0.056 -0.183 2.254
H 1.793 -0.265 1.313
H -0.291 2.111 -0.417
H 0.461 -0.046 3.209
H 0.619 -2.145 -0.496
H -0.313 -1.296 2.110
H -1.157 -0.264 -3.756
H -1.071 0.336 2.356
H 1.072 1.433 1.229
```

Computed properties:
HOMO (eV): -9.7
LUMO (eV): 0.7315
Energy above the lowest of the compared OMol25 structures with the same formula, charge and spin (kJ/mol): 49.8
Orbital gap (eV): 10.46

(8)
This record from OMol25 describes 4 unconnected molecules or ions with the total composition C16H27FN5O2. The level of theory is ωB97M-V with the def2-TZVPD basis set.

Structure (XYZ):
```
51
C16H27FN5O2 ωB97M-V with the def2-TZVPD basis set
F 3.009 1.563 3.244
O 0.238 -0.754 1.786
O 4.153 0.784 1.631
N -3.203 -0.157 -4.690
N 2.741 -1.617 -1.758
N 2.402 -0.489 2.191
N 2.901 -2.643 4.532
N 1.426 2.883 -0.711
C 0.291 0.654 -0.901
C -3.218 1.902 -1.227
C 2.069 -2.616 5.305
C -3.462 -1.222 -4.395
C -2.178 0.853 -1.682
C 2.657 -2.562 -1.132
C 1.280 0.811 0.335
C 1.068 2.308 0.635
C -1.200 0.433 -0.556
C 0.645 1.975 -1.646
C 1.001 -2.583 6.311
C 1.208 -0.184 1.476
C 2.557 -3.781 -0.321
C -2.670 3.342 -1.270
C -3.802 -2.599 -4.016
C 3.249 0.643 2.315
H -4.054 -2.639 -2.957
H 1.129 3.839 -0.888
H -2.955 -3.254 -4.207
H -0.196 2.602 -1.962
H 1.908 -3.602 0.535
H -3.526 4.022 -1.168
H -2.756 -0.035 -1.956
H -1.328 -0.638 -0.376
H 1.149 1.732 -2.586
H -4.035 1.861 -1.958
H 1.434 -2.587 7.309
H 3.544 -4.068 0.034
H 0.640 -0.262 -1.414
H -3.647 1.638 -0.255
H 2.133 -0.861 3.107
H -1.991 3.581 -0.436
H 0.402 -1.683 6.185
H 2.331 0.760 -0.007
H -0.004 2.537 0.677
H 0.360 -3.456 6.197
H 2.143 -4.589 -0.921
H -1.422 0.903 0.414
H -4.656 -2.941 -4.598
H 2.426 2.696 -0.816
H 1.674 2.758 1.423
H -2.193 3.587 -2.226
H -1.673 1.158 -2.606
```

Computed properties:
HOMO (eV): -13.5
Charge: +1
LUMO (eV): -2.8142
Orbital gap (eV): 10.68

(9)
This record from OMol25 describes a molecular structure, C17H33N7O8SSn. The level of theory is ωB97M-V with the def2-TZVPD basis set.

Structure (XYZ):
```
67
C17H33N7O8SSn ωB97M-V with the def2-TZVPD basis set
Sn -0.126 -0.684 -0.123
S -1.990 -1.043 -2.257
O 3.586 -2.041 2.362
O 2.242 -0.457 1.609
O 0.329 1.912 -0.001
O -3.167 -0.461 -2.904
O -2.287 -1.363 -0.808
O -0.908 0.039 -2.105
O -1.273 3.373 -0.559
O -1.442 -2.183 -2.952
N 2.858 0.174 -2.919
N 0.330 -1.015 3.598
N -0.262 1.919 2.605
N -3.830 2.189 -0.956
N -4.501 2.026 1.254
N 1.576 -1.638 3.419
N -5.127 0.416 -0.273
C 2.434 -1.332 2.421
C 2.316 -4.458 -2.450
C -4.464 1.545 0.002
C -0.706 2.603 0.239
C -1.307 2.374 1.666
C -3.206 4.210 1.542
C 1.219 -2.148 -1.246
C -4.524 3.449 1.607
C 4.208 -0.431 -2.878
C 2.363 -3.234 -3.099
C 1.726 -4.536 -1.200
C 3.837 -3.113 3.259
C 2.555 0.886 -1.648
C 1.791 -0.835 -3.326
C 1.203 -3.390 -0.615
C 1.814 -2.096 -2.514
C -2.032 3.582 2.291
H 2.802 -3.171 -4.090
H 0.544 1.662 2.035
H -2.360 3.295 3.297
H 0.412 -0.013 3.439
H -3.674 1.654 -1.814
H -1.274 4.362 2.422
H 3.061 -3.879 3.195
H 2.849 0.879 -3.654
H 2.627 0.183 -0.820
H 4.780 -3.550 2.942
H 0.027 2.697 3.190
H -3.427 5.182 1.994
H -2.012 1.540 1.540
H 1.658 -5.490 -0.692
H -2.906 4.408 0.519
H -4.901 3.468 2.630
H -3.073 2.843 -0.723
H -5.021 1.444 1.892
H 4.938 0.339 -2.640
H 0.738 -3.481 0.367
H -4.784 -0.091 -1.099
H -5.258 3.966 0.981
H 3.283 1.684 -1.517
H 4.434 -0.881 -3.842
H 2.718 -5.343 -2.928
H 1.555 1.315 -1.688
H 4.208 -1.201 -2.110
H -5.374 -0.175 0.503
H 1.767 -2.386 4.061
H 1.982 -1.047 -4.378
H 0.826 -0.335 -3.223
H -0.313 -1.360 2.887
H 3.937 -2.755 4.286
```

Computed properties:
HOMO (eV): -7.0
LUMO (eV): 0.2188
Energy above the lowest of the compared OMol25 structures with the same formula, charge and spin (kJ/mol): 79.4
Orbital gap (eV): 7.23